Entry 1
Density functional theory data (ωB97M-V/def2-TZVPD) for the ion C3H6N3O with charge +1.

Element x y z (Å)
1 O 3.0865 0.8088 -0.0071
2 C 2.1405 0.0284 0.1597
3 N 1.3696 -0.8449 0.0179
4 N 0.1676 -1.2363 -0.1391
5 C -0.8758 -0.2752 -0.4597
6 C -1.1850 0.8776 0.4178
7 N -1.8889 -0.3680 0.5500
8 H 3.4697 0.9085 -0.9065
9 H -0.1022 -2.0544 0.4006
10 H -1.1071 -0.2747 -1.5189
11 H -0.5253 1.1331 1.2363
12 H -1.6862 1.7237 -0.0414
13 H -2.8634 -0.4266 0.2905

* gap between HOMO and LUMO: 9.61 eV
* HOMO: -14.048 eV
* lowest unoccupied orbital energy: -4.440 eV
* total charge: +1

Atom charges from the natural (NBO) analysis, given in e for atoms 1 to 4: -0.563, 0.757, -0.094, -0.355


Entry 2
Density functional theory data (ωB97M-V/def2-TZVPD) for a structure of composition C3H6N3O.

Element x y z (Å)
1 C 0.0220 -0.3055 1.2514
2 C -0.6885 0.4605 2.2273
3 C 0.4201 -0.2720 -1.1440
4 N -1.1519 1.1273 0.0316
5 N -0.3116 0.1419 0.0732
6 N -1.3689 1.4839 1.7722
7 O -2.0661 2.4095 2.0042
8 H 0.4747 -1.1900 1.6115
9 H -0.7291 0.0847 3.2628
10 H -0.3336 -0.1896 -1.9483
11 H 1.1352 0.4169 -1.4342
12 H 1.0284 -1.0985 -1.2179
13 H -1.2370 1.6530 -0.7509

* gap between HOMO and LUMO (spin up / spin down): 9.14 / 9.14 eV
* HOMO (spin up / spin down): -14.320 / -14.319 eV
* lowest unoccupied orbital energy (spin up / spin down): -5.178 / -5.178 eV
* total charge: +1

Atom charges from the natural (NBO) analysis, given in e for atoms 1 to 4: 0.026, -0.114, -0.441, -0.322


Result of the stability comparison: entry 2 is the least stable of them.


Entry 1
Density functional theory data (ωB97M-V/def2-TZVPD) for a cluster of 2 separate species, C5H6N3 in total.

Element x y z (Å)
1 C 0.2581 -1.3507 1.7115
2 C -0.2968 -0.3817 1.1892
3 C 3.2183 -1.9179 -0.9431
4 C -0.9712 0.5722 0.3635
5 C -1.3833 0.1490 -1.0602
6 N 2.2539 -1.3849 -1.1834
7 N -1.0435 1.7491 0.7114
8 N -0.8754 2.8934 0.7258
9 H 0.6011 -1.8790 2.4869
10 H 4.0611 -2.3660 -0.5407
11 H -1.7973 -0.8314 -1.0674
12 H -0.5167 0.1352 -1.6779
13 H -2.0794 0.8783 -1.6220
14 H -1.4289 3.7343 0.9062

* gap between HOMO and LUMO: 8.59 eV
* HOMO: -14.442 eV
* lowest unoccupied orbital energy: -5.849 eV
* total charge: +1

Atom charges from the natural (NBO) analysis, given in e for atoms 1 to 4: 0.020, -0.119, 0.117, 0.215


Entry 2
Density functional theory data (ωB97M-V/def2-TZVPD) for the ion C5H6N3 with charge +1.

Element x y z (Å)
1 C -3.4463 -0.1492 -0.3080
2 C -2.1341 -0.2244 -0.1572
3 N -0.9693 -0.3746 0.2311
4 C 0.3453 -0.1908 0.0516
5 N 0.9481 0.9729 -0.1293
6 C 2.2847 0.7411 -0.2019
7 C 2.4521 -0.5649 -0.0840
8 N 1.2543 -1.1891 0.1364
9 H -4.0586 -1.0356 -0.2988
10 H -3.9842 0.7581 -0.1490
11 H 0.4618 1.6363 -0.6663
12 H 2.7584 1.6117 -0.5926
13 H 3.3817 -1.0215 -0.3239
14 H 1.2402 -1.9902 0.6990

* gap between HOMO and LUMO: 9.14 eV
* HOMO: -12.904 eV
* lowest unoccupied orbital energy: -3.759 eV
* total charge: +1

Atom charges from the natural (NBO) analysis, given in e for atoms 1 to 4: -0.565, 0.533, -0.479, 0.604


Result of the stability comparison: entry 1 is the least stable of them.


Entry 1
Density functional theory data (ωB97M-V/def2-TZVPD) for a cluster of 2 separate species, C4H9OPS in total.

Element x y z (Å)
1 C -1.5693 -0.3578 0.2872
2 C -0.3928 -0.8256 1.0382
3 C 0.8344 -0.1643 0.4420
4 S 1.1496 -0.4051 -1.3991
5 P 0.5181 1.3685 -0.4624
6 C -1.3082 1.0967 -0.1725
7 H -1.7519 -0.9541 -0.6248
8 H -2.5405 -0.4506 0.8533
9 H -0.4027 -0.6574 2.0487
10 H -0.3159 -1.8661 0.9118
11 H 1.8271 -0.1796 0.9026
12 H -2.0079 1.6807 -0.9314
13 H -1.3654 1.6346 0.7792
14 O 4.1130 -0.2103 1.0946
15 H 3.6147 -0.4242 0.2722
16 H 4.1774 0.7148 1.1244

* gap between HOMO and LUMO: 9.63 eV
* HOMO: -8.873 eV
* lowest unoccupied orbital energy: 0.762 eV

Atom charges from the natural (NBO) analysis, given in e for atoms 1 to 4: -0.408, -0.443, -0.565, -0.175


Entry 2
Density functional theory data (ωB97M-V/def2-TZVPD) for a cluster of 2 separate species, C4H9OPS in total.

Element x y z (Å)
1 C -0.8264 -0.7877 0.9081
2 C -0.7410 -0.6612 -0.5518
3 O -1.6394 -1.5382 -1.2432
4 C -0.1109 0.2506 -1.3049
5 P 1.0223 1.4536 -0.6670
6 H 0.1145 -0.5719 1.3176
7 H -1.1184 -1.8347 1.2184
8 H -1.5554 -0.1799 1.4961
9 H -1.6149 -2.4031 -0.7803
10 H 0.0235 0.2287 -2.4177
11 H 0.2242 1.5996 0.6156
12 H 0.5129 2.6339 -1.3989
13 C 2.9310 -0.5256 0.5786
14 S 4.3526 -0.0351 0.0637
15 H 2.8044 -1.5200 0.9118
16 H 2.0604 0.0391 0.7087

* gap between HOMO and LUMO: 8.07 eV
* HOMO: -8.418 eV
* lowest unoccupied orbital energy: -0.346 eV

Atom charges from the natural (NBO) analysis, given in e for atoms 1 to 4: -0.683, 0.301, -0.695, -0.596


Result of the stability comparison: entry 2 is the least stable of them.


Entry 1
Density functional theory data (ωB97M-V/def2-TZVPD) for the molecule C4H6N4O2.

Element x y z (Å)
1 O 3.4035 0.6387 -0.7137
2 C 2.5360 0.0040 0.2043
3 C 0.9125 -0.0071 -0.0129
4 O 0.4452 -0.6009 1.1019
5 N 0.0521 0.4778 -0.8792
6 C -1.2473 0.2478 -0.6152
7 N -2.0722 -0.3278 -1.4655
8 C -3.2040 -0.4413 -0.7516
9 N -3.1143 0.0121 0.4797
10 N -1.8965 0.4384 0.5708
11 H 3.0924 1.3556 -1.2468
12 H 2.7530 0.4702 1.0824
13 H 2.7422 -1.0846 0.2702
14 H 1.1650 -1.0169 1.6536
15 H -4.1795 -0.6953 -1.0708
16 H -1.3881 0.5292 1.3927

* gap between HOMO and LUMO: 9.07 eV
* HOMO: -8.966 eV
* lowest unoccupied orbital energy: 0.104 eV

Atom charges from the natural (NBO) analysis, given in e for atoms 1 to 4: -0.722, -0.104, 0.579, -0.702


Entry 2
Density functional theory data (ωB97M-V/def2-TZVPD) for the molecule C4H6N4O2.

Element x y z (Å)
1 C 0.7427 1.8946 0.0355
2 O -0.3463 2.7664 0.3162
3 N -1.4700 2.2387 -0.3068
4 N -1.2716 1.1851 -0.8611
5 C 0.0234 0.5810 -0.5561
6 C -0.3321 -0.3825 0.6432
7 C -1.5376 -1.3554 0.3140
8 O -2.5941 -0.6436 0.9699
9 N -2.0111 0.3394 1.7706
10 N -0.8078 0.4649 1.7047
11 H 1.1329 1.8263 1.1039
12 H 1.4604 2.4038 -0.6339
13 H 0.4636 0.0145 -1.5115
14 H 0.6467 -0.9436 0.8138
15 H -1.8040 -1.2863 -0.8495
16 H -1.5298 -2.3563 0.6152

* gap between HOMO and LUMO: 10.71 eV
* HOMO: -10.164 eV
* lowest unoccupied orbital energy: 0.545 eV

Atom charges from the natural (NBO) analysis, given in e for atoms 1 to 4: -0.149, -0.368, 0.187, -0.217


Result of the stability comparison: entry 2 is the least stable of them.


Entry 1
Density functional theory data (ωB97M-V/def2-TZVPD) for the molecule C4H7ClN2.

Element x y z (Å)
1 C -0.3331 -0.4335 -1.2672
2 C 0.6136 -1.1925 1.1730
3 C 0.3120 0.5124 -0.3416
4 C -0.5072 1.5572 0.3501
5 N -0.4861 -1.8294 -0.7197
6 N -0.0422 -2.0698 0.3666
7 Cl 1.9308 1.0216 -0.7639
8 H -1.3612 -0.1563 -1.5154
9 H 0.2247 -0.5967 -2.1895
10 H 1.6813 -1.3482 1.2414
11 H 0.1219 -0.9420 2.1025
12 H -1.4368 1.1216 0.7101
13 H -0.7511 2.3717 -0.3384
14 H 0.0333 1.9840 1.1922

* gap between HOMO and LUMO: 9.05 eV
* HOMO: -8.209 eV
* lowest unoccupied orbital energy: 0.838 eV

Atom charges from the natural (NBO) analysis, given in e for atoms 1 to 4: -0.403, -0.243, -0.054, -0.658


Entry 2
Density functional theory data (ωB97M-V/def2-TZVPD) for a cluster of 2 separate species, C4H7ClN2 in total.

Element x y z (Å)
1 C 1.7448 1.0519 1.0899
2 C 0.6447 0.5807 0.1504
3 C 0.5798 -0.6055 -0.4965
4 N -0.5549 -0.9860 -1.1905
5 C -1.3957 -0.0883 -1.5017
6 N -2.2381 0.7445 -1.2971
7 H 1.2658 1.4494 2.0687
8 H 2.2707 1.8504 0.6965
9 H 2.6106 0.3270 1.4086
10 H -0.1608 1.3171 -0.0002
11 H 1.4160 -1.2740 -0.1896
12 H -2.5944 1.3117 -2.1598
13 Cl -1.8777 -2.7053 1.3715
14 H -1.7107 -2.9737 0.0498

* gap between HOMO and LUMO: 9.23 eV
* HOMO: -8.649 eV
* lowest unoccupied orbital energy: 0.582 eV

Atom charges from the natural (NBO) analysis, given in e for atoms 1 to 4: -0.641, -0.200, -0.057, -0.539


Entry 3
Density functional theory data (ωB97M-V/def2-TZVPD) for the molecule C4H7ClN2.

Element x y z (Å)
1 Cl 3.1182 1.2296 0.9232
2 N 1.5966 -0.0084 0.6894
3 C 0.8898 0.3961 -0.5124
4 C -0.0553 -0.6956 -1.0722
5 C -1.2760 -0.2973 -0.3113
6 C -0.6670 0.1123 1.1481
7 N 0.5140 0.9453 0.7742
8 H 1.3193 1.0521 -1.2165
9 H 0.3893 -1.6070 -0.8189
10 H -0.2164 -0.6531 -2.1995
11 H -1.6966 0.6368 -0.6894
12 H -2.1855 -1.0311 -0.2298
13 H -1.4326 0.6446 1.8099
14 H -0.2978 -0.7243 1.7053

* gap between HOMO and LUMO: 10.04 eV
* HOMO: -10.157 eV
* lowest unoccupied orbital energy: -0.116 eV

Atom charges from the natural (NBO) analysis, given in e for atoms 1 to 4: -0.061, -0.135, 0.032, -0.447


Entry 4
Density functional theory data (ωB97M-V/def2-TZVPD) for a cluster of 2 separate species, C4H7ClN2 in total.

Element x y z (Å)
1 C 1.1462 -0.3422 -1.0940
2 C 0.4076 -0.0491 0.1347
3 C 0.5743 1.1446 0.9921
4 N -0.6284 -0.8319 0.5324
5 C -1.1853 -1.8700 -0.0115
6 N -1.9926 -2.5780 -0.3851
7 H 1.6951 0.5351 -1.3284
8 H 1.9446 -1.1087 -0.8784
9 H 0.6868 -0.7396 -1.9587
10 H 0.7809 2.0164 0.4047
11 H 1.4044 0.8661 1.7095
12 H -0.3434 1.2897 1.5614
13 Cl -2.5554 1.4553 0.1170
14 H -1.9348 0.2123 0.2040

* gap between HOMO and LUMO: 9.67 eV
* HOMO: -10.396 eV
* lowest unoccupied orbital energy: -0.724 eV

Atom charges from the natural (NBO) analysis, given in e for atoms 1 to 4: -0.718, 0.478, -0.688, -0.583


Result of the stability comparison: entry 3 is the least stable of them.


Entry 1
Density functional theory data (ωB97M-V/def2-TZVPD) for the molecule C4H7ClN2.

Element x y z (Å)
1 C -1.8320 -0.7181 0.3891
2 N -0.7895 -0.1001 -0.4725
3 C -0.3337 1.1019 -0.0258
4 C 0.9772 1.2811 -0.0970
5 C 1.6953 0.1026 -0.6044
6 Cl 2.8153 -0.4653 0.5794
7 N 0.3218 -1.0119 -0.8030
8 H -1.4332 -1.1926 1.4438
9 H -2.5114 0.0726 0.5900
10 H -2.3698 -1.6058 -0.1056
11 H -1.0746 1.8928 0.4148
12 H 1.6423 2.1423 0.3245
13 H 2.2825 0.0844 -1.6470
14 H 0.6096 -1.5839 0.0136

* gap between HOMO and LUMO: 9.20 eV
* HOMO: -8.242 eV
* lowest unoccupied orbital energy: 0.960 eV

Atom charges from the natural (NBO) analysis, given in e for atoms 1 to 4: -0.414, -0.289, 0.019, -0.377


Entry 2
Density functional theory data (ωB97M-V/def2-TZVPD) for the molecule C4H7ClN2.

Element x y z (Å)
1 C 0.2989 0.9979 0.5669
2 C -2.6265 0.3912 -1.1475
3 C 1.0048 -0.0633 -0.2887
4 C 0.8726 -1.3924 0.3568
5 N -1.0844 0.5167 0.7002
6 N -1.9176 0.5953 -0.1908
7 Cl 2.7514 0.4366 -0.4224
8 H 0.7310 1.1390 1.5489
9 H 0.4052 2.0526 0.2048
10 H 0.6457 -0.1824 -1.2787
11 H -3.5474 0.5734 -1.4240
12 H 1.5101 -1.9934 -0.2951
13 H -0.2395 -1.7305 0.3201
14 H 1.1957 -1.3408 1.3495

* gap between HOMO and LUMO: 9.48 eV
* HOMO: -8.767 eV
* lowest unoccupied orbital energy: 0.713 eV

Atom charges from the natural (NBO) analysis, given in e for atoms 1 to 4: -0.263, -0.072, -0.162, -0.625


Result of the stability comparison: entry 2 is the least stable of them.


Entry 1
Density functional theory data (ωB97M-V/def2-TZVPD) for a cluster of 2 separate species, C3H9NOS in total.

Element x y z (Å)
1 C -0.9556 0.6410 0.9669
2 O -2.3441 0.3417 0.9369
3 C -0.0926 0.1052 -0.1631
4 C 1.4479 0.5125 -0.0099
5 S 2.2605 -0.3249 -1.3918
6 N -0.3543 -1.3699 -0.1671
7 H -0.5084 0.3614 1.8804
8 H -0.9799 1.6886 0.9542
9 H -2.2873 -0.6652 0.8960
10 H -0.2619 0.5310 -1.1412
11 H 1.6063 1.5588 0.0898
12 H 1.9257 -0.0022 1.0053
13 H 0.6300 0.0566 -2.6593
14 H -0.7202 -1.7085 -1.0603
15 H 0.6339 -1.7261 -0.1369

* spin multiplicity: 2
* gap between HOMO and LUMO (spin up / spin down): 6.84 / 5.10 eV
* HOMO (spin up / spin down): -14.242 / -14.203 eV
* lowest unoccupied orbital energy (spin up / spin down): -7.405 / -9.101 eV
* total charge: +1
* expectation value of S²: 0.82

Atom charges from the natural (NBO) analysis, given in e for atoms 1 to 4: -0.093, -0.660, -0.048, -0.640


Entry 2
Density functional theory data (ωB97M-V/def2-TZVPD) for a cluster of 2 separate species, C3H9NOS in total.

Element x y z (Å)
1 O -2.0534 -0.7573 -0.0883
2 C -1.6933 0.2822 -0.5685
3 C -0.3217 0.4207 -1.1950
4 N 0.2851 -0.8625 -1.5412
5 H -2.3089 1.1954 -0.4914
6 H -0.3822 1.0835 -2.0620
7 H 0.2535 1.0119 -0.4794
8 H 0.3842 -1.0006 -2.5364
9 H 1.2787 -0.3591 -0.3251
10 H -0.2571 -1.5811 -1.0642
11 C 0.8058 0.0606 2.1879
12 S 2.1327 0.3612 0.8414
13 H -0.0868 0.6371 1.9604
14 H 0.6902 -1.0118 2.3071
15 H 1.2733 0.5198 3.0549

* spin multiplicity: 2
* gap between HOMO and LUMO (spin up / spin down): 10.75 / 6.21 eV
* HOMO (spin up / spin down): -14.369 / -14.367 eV
* lowest unoccupied orbital energy (spin up / spin down): -3.622 / -8.159 eV
* total charge: +1
* expectation value of S²: 0.75

Atom charges from the natural (NBO) analysis, given in e for atoms 1 to 4: -0.497, 0.418, -0.350, -0.805


Result of the stability comparison: entry 1 is the least stable of them.


Entry 1
Density functional theory data (ωB97M-V/def2-TZVPD) for the ion C5H14N3O with charge +1.

Element x y z (Å)
1 C -1.7717 -1.7242 -1.0996
2 N -1.4292 -0.3578 -0.6503
3 C -0.3683 -0.0307 0.0551
4 N 0.0618 1.3378 0.0562
5 C 1.0288 1.7960 1.0740
6 C -0.0842 2.1368 -1.1356
7 N 0.3256 -0.8695 0.7991
8 C 1.6573 -1.3890 0.5651
9 O -0.3841 -2.0136 1.3357
10 H -2.2846 -2.3317 -0.3522
11 H -0.9317 -2.3695 -1.3531
12 H -2.4725 -1.6846 -1.9411
13 H -2.0047 0.5089 -0.9795
14 H 1.2014 1.0808 1.7642
15 H 1.9178 2.2022 0.6076
16 H 0.6515 2.6550 1.6508
17 H -0.9728 2.9790 -1.0763
18 H 0.9194 2.5799 -1.2460
19 H -0.2649 1.6215 -2.0020
20 H 2.1600 -1.5024 1.4847
21 H 1.5739 -2.3296 0.0483
22 H 2.2864 -0.6175 0.2751
23 H -0.8151 -1.6775 2.1197

* gap between HOMO and LUMO: 10.51 eV
* HOMO: -13.630 eV
* lowest unoccupied orbital energy: -3.120 eV
* total charge: +1

Atom charges from the natural (NBO) analysis, given in e for atoms 1 to 4: -0.431, -0.538, 0.665, -0.380


Entry 2
Density functional theory data (ωB97M-V/def2-TZVPD) for the ion C5H14N3O with charge +1.

Element x y z (Å)
1 C -2.4846 0.0490 1.1889
2 C -1.4039 -0.1552 0.0086
3 C -1.5642 0.9763 -1.0397
4 O -0.2097 -0.3256 0.6458
5 N 1.0561 -0.7489 -0.3990
6 C 1.0264 -2.1279 -0.6652
7 N 2.1310 -0.4029 0.3662
8 C 2.4349 0.8919 0.5009
9 N 1.6938 1.7573 -0.0938
10 H -2.1971 -0.6669 1.8277
11 H -2.5250 0.9409 1.7222
12 H -3.3754 -0.0628 0.6464
13 H -1.5446 -0.9675 -0.6493
14 H -0.8038 0.8433 -1.9518
15 H -1.2873 1.8971 -0.5827
16 H -2.4816 1.0519 -1.5476
17 H 1.9497 -2.5468 -1.0443
18 H 1.1377 -2.5879 0.2707
19 H 0.0441 -2.2898 -1.0931
20 H 2.5559 -0.9597 1.0706
21 H 3.2914 1.3428 1.2094
22 H 1.6157 2.7230 0.2115
23 H 0.9403 1.3686 -0.6024

* gap between HOMO and LUMO: 9.39 eV
* HOMO: -13.507 eV
* lowest unoccupied orbital energy: -4.115 eV
* total charge: +1

Atom charges from the natural (NBO) analysis, given in e for atoms 1 to 4: -0.586, 0.097, -0.645, -0.432


Result of the stability comparison: entry 2 is the least stable of them.